1.
C4H5NO as an isolated structure, computed with ωB97M-V/def2-TZVPD.

Last column: Mulliken charge in e.
Atoms and positions in Å:
O1 -1.53774 1.60692 -0.37826  -0.555
N1 0.37821 -2.08856 1.97164  -0.425
C1 0.43910 -1.07836 1.40475  0.211
C2 0.77971 0.10877 -0.71764  -0.666
C3 0.45354 0.14454 0.66140  -0.243
C4 -1.14476 0.46387 -0.36518  0.053
H1 -1.59254 -0.47932 -0.03962  0.423
H2 1.10659 1.02723 -1.19914  0.361
H3 -0.52974 0.05076 -1.38570  0.125
H4 1.10846 -0.82636 -1.17030  0.337
H5 0.53917 1.07050 1.21804  0.377

The calculation puts the LUMO energy at 0.288 eV. The calculation puts the energy relative to the best compared isomer or geometry (same formula, charge and spin) at 93.4 kcal per mole. As for the total energy: -7762.477 eV. Its HOMO energy is -9.12 eV.



2.
A 2-piece molecular cluster, C5H9ClS overall, computed with ωB97M-V/def2-TZVPD.

Last column: Mulliken charge in e.
Atoms and positions in Å:
Cl1 -3.79966 -1.01411 -0.55912  -0.056
S1 -3.49137 1.48578 0.72856  -0.154
C1 -3.07451 -0.20763 0.70808  0.012
C2 -0.20001 -1.42630 -1.29889  -0.921
C3 0.49727 -0.87256 1.01377  -1.252
C4 0.01576 -0.42112 -0.40963  0.824
C5 0.08792 1.01557 -0.67535  -1.065
H1 -0.75057 -1.28204 -2.27844  0.266
H2 1.22029 1.30004 -0.66090  0.251
H3 -0.00590 -2.39099 -0.93767  0.301
H4 1.61893 -0.96845 0.97599  0.355
H5 -2.69277 2.14110 1.68407  0.178
H6 -0.00810 -1.84876 1.37268  0.335
H7 -0.51632 1.70792 -0.20011  0.270
H8 -0.22679 1.11319 -1.73856  0.344
H9 0.20777 -0.06766 1.68584  0.312

The calculation puts the LUMO energy at -0.511 eV. The calculation puts the energy relative to the best compared isomer or geometry (same formula, charge and spin) at 86.4 kcal per mole. As for the total energy: -28684.452 eV. Its HOMO energy is -8.77 eV.



3.
C39H33AsF4N13P2S4Tl as an isolated structure, computed with ωB97M-V/def2-TZVPD.

Last column: Mulliken charge in e.
Atoms and positions in Å:
Tl1 2.47757 0.37977 -1.20637  0.821
As1 5.67895 1.22430 -1.77227  0.346
S1 3.87709 2.34616 -0.96625  -0.347
S2 6.36495 2.13482 -3.53747  -0.539
S3 7.07026 0.94441 -0.20537  -0.583
S4 4.61152 -0.69327 -2.16936  -0.435
P1 -0.82248 -2.16082 0.33312  1.302
P2 3.18854 -2.29782 0.27781  1.406
F1 -4.25289 0.85203 -3.11657  -0.417
F2 -0.00060 4.11218 -1.13268  -0.521
F3 -5.41299 2.87852 -2.29389  -0.350
F4 -1.96851 5.47215 -0.58151  -0.432
N1 0.21948 1.98966 -2.77660  0.650
N2 3.02411 -4.71158 1.70856  0.070
N3 2.37171 -0.42724 3.85334  -0.694
N4 -0.12070 4.25135 -4.34038  -0.638
N5 5.27681 -3.87109 1.21699  0.135
N6 3.91383 -4.85339 -0.56993  0.118
N7 -6.15115 1.08304 3.93075  -0.666
N8 -2.46875 -1.88383 -3.46218  -0.702
N9 -6.90641 5.38821 -2.61298  -0.759
N10 0.79758 -0.31146 -2.29936  -0.839
N11 -0.06653 1.90748 0.41119  -0.174
N12 -4.13736 7.59720 -0.43854  -0.815
N13 2.32417 0.96743 1.47528  -0.211
C1 5.25268 -4.64602 -0.02056  -1.022
C2 -2.44000 -1.38574 -0.08445  -0.754
C3 -2.46580 1.55366 1.79260  0.161
C4 -3.58525 4.26395 -1.72159  0.711
C5 -4.26984 6.56610 -0.94373  0.087
C6 -1.15645 3.37022 -1.25834  2.772
C7 -2.42591 2.22370 0.58150  -0.840
C8 -1.44174 0.42146 -2.97316  -0.017
C9 -4.73094 2.36517 2.48586  -0.641
C10 -5.20299 0.15144 3.96456  -0.507
C11 -2.01590 -0.85367 -3.22688  0.223
C12 3.07901 -5.46031 0.45657  -1.032
C13 -3.45788 1.88875 -2.76727  0.250
C14 -5.90377 2.16516 3.19596  -0.501
C15 -5.83774 5.33132 -2.17500  -0.055
C16 -0.09831 1.22946 1.55850  0.530
C17 -0.67105 -3.36011 -1.04735  -1.139
C18 1.18591 0.69403 2.10719  0.522
C19 -4.07609 3.00061 -2.30930  0.637
C20 3.47248 0.60825 2.02964  -0.297
C21 -1.26980 1.06871 2.29321  -0.781
C22 -1.12754 3.76786 -3.74938  -0.350
C23 2.35150 -3.42368 1.50931  -0.952
C24 -1.47916 -3.27110 1.66096  -1.324
C25 -3.74066 1.38944 2.52934  0.878
C26 3.49534 -0.05395 3.24772  -0.640
C27 -4.54842 5.33843 -1.59299  0.052
C28 3.35228 -3.58965 -1.05402  -1.210
C29 1.14831 3.72951 -4.07212  -0.969
C30 -1.03411 2.70221 -2.65762  -0.709
C31 4.39228 -4.50977 2.18185  -0.983
C32 -1.20519 2.41995 -0.04868  -0.762
C33 1.30510 2.58273 -3.40492  -0.342
C34 1.23163 -0.06429 3.28114  0.081
C35 -3.99689 0.25443 3.29186  -0.251
C36 4.90259 -2.47358 0.97596  -1.056
C37 -2.31523 4.34864 -1.24963  -0.167
C38 0.01583 0.59440 -2.67707  0.543
C39 -2.06000 1.61143 -2.83353  0.705
H1 -2.28895 -3.90664 1.29422  0.402
H2 4.80928 -5.49177 2.42606  0.303
H3 4.43170 -0.30906 3.72855  0.566
H4 -4.59113 3.27907 1.92432  0.570
H5 4.37888 0.84379 1.47436  0.315
H6 5.68558 -5.62894 0.18842  0.309
H7 5.86734 -4.13936 -0.76554  0.433
H8 -2.83477 -0.90015 0.80441  -0.033
H9 -6.68300 2.91750 3.17351  0.405
H10 -2.32076 -0.62217 -0.85131  -0.223
H11 4.97153 -1.91999 1.91577  0.317
H12 -3.32970 2.63437 0.15705  0.175
H13 4.36435 -3.90620 3.09213  0.431
H14 -1.86545 -2.65330 2.47436  0.178
H15 3.99572 -3.19625 -1.84125  0.621
H16 2.25251 2.06645 -3.37229  0.651
H17 1.33284 -3.60985 1.16984  -0.407
H18 0.33436 -0.41135 3.77371  0.362
H19 0.11482 -4.08250 -0.81970  0.195
H20 2.36895 -3.76871 -1.49623  0.389
H21 2.06394 -5.57528 0.06809  0.423
H22 -5.41996 -0.72952 4.55827  0.369
H23 1.98960 4.23413 -4.51775  0.491
H24 3.48158 -6.45405 0.67704  0.313
H25 -0.69342 -3.90521 2.07187  0.466
H26 2.27689 -2.90833 2.47229  0.497
H27 -2.11960 4.08595 -4.05151  0.462
H28 5.60457 -2.01157 0.27758  0.340
H29 -0.38591 -2.81768 -1.94891  0.174
H30 -3.16497 -2.12330 -0.43630  0.578
H31 -3.27942 -0.55402 3.34528  0.198
H32 -1.25860 0.59207 3.26022  0.645
H33 -1.60528 -3.89550 -1.22806  0.513

The total charge is -2. The calculation puts the LUMO energy at 2.435 eV. The calculation puts the energy relative to the best compared isomer or geometry (same formula, charge and spin) at 47.2 kcal per mole. As for the total energy: -198670.964 eV. Its HOMO energy is -2.94 eV.